# 1
109
Properties=species:S:1:pos:R:3:lowdin_charge:R:1 method="wB97M-V/def2-TZVPD" homo_lumo_gap_ev=1.9 total_charge=+2 e_tot_ha=-11792.01311 mol_weight_g_mol=1405.94 e_lumo_ev=-7.26 e_homo_ev=-9.20
H 0.7599 -4.7457 1.7708 0.105
O -0.6276 0.2297 1.7858 0.007
H -4.0491 1.8287 0.3562 0.093
F 2.5213 3.4941 2.1296 0.142
H 8.6964 -1.8145 0.6966 0.085
F -0.5471 4.6508 -7.7911 -0.304
H -1.9152 -4.8887 1.3774 0.065
F 3.3680 1.5584 1.9150 0.139
F 3.3256 2.0066 -0.9004 -0.053
C 1.3441 -1.9853 0.1215 -0.429
H -3.1160 0.1020 1.0098 0.034
H 2.3213 -3.2702 -1.1288 0.100
C -2.4118 -6.7028 0.5930 -0.702
H 9.6909 -0.3497 0.5233 0.015
S 0.9856 1.9482 0.6978 0.848
H -4.6248 3.4641 0.1780 0.116
H 7.9676 0.9710 1.7613 0.128
H -6.2607 -5.1525 4.5293 0.079
H 3.9152 -2.9289 0.6917 0.110
K 11.2584 -1.7168 0.9102 1.061
F 3.8031 4.3235 -1.8015 0.175
H 4.3195 -0.6967 1.1599 0.061
C 7.7080 0.0101 1.3075 -0.278
H 7.0941 -0.7981 2.9737 0.096
H 4.4494 -2.6858 -0.9357 0.114
H -2.1376 1.6567 2.6693 0.100
H 0.0270 -0.3901 -2.2276 0.083
H -3.0124 -1.5269 1.7225 0.057
C 3.9656 5.5767 0.1567 -0.548
H 1.4894 -0.1635 -0.8149 0.042
H -0.9979 1.7286 -2.5259 0.117
O 0.7780 2.1265 -0.7045 -0.275
H -1.7676 -2.8946 0.4549 0.088
H -4.5943 -0.8040 1.2295 0.096
O -3.3543 -0.3967 4.0193 0.160
H -0.9015 -1.6243 -1.4618 0.091
Cl 2.6350 0.5758 -2.8458 -0.282
Na -2.4456 5.0125 -2.7945 0.803
F -2.7613 4.5544 -8.1735 -0.746
H -7.2783 -6.0056 2.4549 0.063
O 0.0543 2.7657 1.4254 -0.246
F -1.9737 5.1422 -6.1364 -0.216
F 4.8590 2.7834 0.3864 0.150
H -1.7777 3.0559 -0.4548 0.093
C 8.9519 -0.8507 1.1509 -0.220
Cs -2.0855 2.8672 -9.2625 1.443
H 7.2594 0.2001 0.3345 0.118
C -1.6003 0.3526 -1.0548 -0.194
C -3.6080 -0.6198 1.6549 0.010
H -0.9232 -0.6869 1.8787 0.107
F -2.2628 7.0918 -6.8093 -0.175
Br -6.2562 -4.5201 0.7430 0.590
C -2.7899 3.1371 -0.8613 -0.196
C -6.0307 -4.6459 3.5943 -0.632
P 0.2538 -3.4641 0.1218 0.541
C 3.7782 -2.2802 -0.1770 -0.220
F -3.4848 -2.5927 5.5372 -0.741
H -3.7961 4.1076 2.1015 0.114
C 3.5599 2.9438 0.0392 -0.361
H -2.9459 2.7508 3.7413 0.136
N -2.3548 -5.7797 1.5386 0.202
O 6.7266 -0.6321 2.0991 -0.055
O -1.0308 -3.1147 1.0451 -0.132
H 5.1794 -0.6066 -0.4117 0.072
H -1.8294 -7.0479 -1.3396 0.102
C 2.6875 2.4971 1.2470 -0.424
F -2.5399 6.4375 -8.9363 -0.169
C 1.4714 -0.6483 2.0169 -0.393
Br -4.1478 -4.2111 3.6767 0.828
H 9.4016 -1.0660 2.1284 0.047
C -3.7263 2.8658 0.3431 -0.162
C 4.2441 -0.8362 0.0830 -0.077
C -6.2882 -5.5493 2.4210 -0.669
O -2.9906 -7.8224 0.7484 -0.180
H -1.3643 -5.4678 -0.7628 0.069
H -2.9074 4.2035 -1.1104 0.060
C -0.4546 -0.6463 -1.2795 -0.117
C -3.0374 2.1574 -2.0511 -0.184
O 1.7280 -1.8950 1.5030 0.052
C -3.0455 2.2509 2.7770 -0.161
H -6.5830 -3.7113 3.5520 0.070
F -0.4901 6.7127 -8.0949 -0.156
O 1.0116 -4.6704 0.8376 -0.074
Ca -4.6675 -7.4874 -0.8079 1.538
H -1.4287 1.0874 -0.2776 0.077
H -5.5338 -6.3252 2.3426 0.022
H -2.1511 3.7465 1.6089 0.099
F 3.2015 6.0487 1.1336 0.187
O -4.2022 1.3784 2.8742 -0.033
C 0.5857 0.1938 1.0570 -0.332
N 2.4347 -2.3260 -0.7764 0.028
F 5.1951 5.3595 0.5950 0.194
C -3.1539 3.3255 1.6962 -0.143
H -3.2271 2.7491 -2.9627 0.091
H -2.5033 -0.2256 -0.8433 0.104
C 3.3122 4.3497 -0.5538 -0.337
O -0.2031 -3.9437 -1.1969 -0.264
H -2.1799 0.5425 -3.1663 0.123
F 4.0354 6.5508 -0.7610 0.174
O 1.8477 -0.3960 3.1107 0.201
H -3.9794 1.6534 -1.8281 0.115
C -1.9116 1.1647 -2.3126 -0.181
N -1.8274 -6.3673 -0.5981 0.182
H 3.4562 -0.1837 -0.2777 0.012
P -1.7543 5.7850 -7.6565 0.347
C 0.6705 -0.6478 -0.2413 -0.196
H -2.7690 -5.9686 2.4438 0.046
C -3.7086 0.0807 2.9968 -0.516
F 1.9993 4.6207 -0.6717 0.158


# 2
74
Properties=species:S:1:pos:R:3:lowdin_spin:R:1 method="wB97M-V/def2-TZVPD" homo_lumo_gap_ev="6.3 / 1.6" e_above_lowest_kj_mol=156.62 total_charge=+1 multiplicity=5 e_tot_ha=-3343.01603 s2=6.031 mol_weight_g_mol=521.49 e_lumo_ev="-2.62 / -7.22" e_homo_ev="-8.92 / -8.81"
C -0.8518 -2.0510 0.2195 0.000
C 1.8306 -0.4534 0.7852 0.015
C -1.0750 -0.8369 -6.1926 0.015
H -2.6143 3.2333 -6.5447 0.000
P -1.0373 -0.7348 -4.3090 0.349
H 3.4258 -1.1925 4.4472 0.000
H -2.4200 0.7814 4.8933 0.001
H -2.5214 0.6650 -6.8459 0.000
H 1.9069 -2.3966 -0.0971 0.000
C -0.7223 -2.1330 1.7124 0.002
C 0.8977 1.9679 -6.6389 0.043
H 1.7000 -2.1935 5.3997 0.001
H 1.5276 1.1181 -6.3457 0.000
F -2.8923 2.3283 0.8985 0.017
C 3.3085 -0.1477 4.1284 0.016
C -1.5630 0.3980 5.4673 0.005
H -0.0848 -1.1791 -6.5432 0.001
H -1.8150 -1.5983 -6.4938 0.005
H 2.3406 -2.4763 2.9235 0.000
C 0.6306 0.0602 0.3925 0.014
H 0.3966 -2.2750 -3.0567 0.000
F -3.5282 1.4232 2.8319 0.007
C 0.3086 -1.9888 -4.1098 0.057
H 3.0393 2.0430 2.2230 0.000
C -1.4279 0.5247 -6.8008 0.009
H -1.1090 4.2073 -6.4416 0.000
C 0.0241 1.6730 3.8801 0.068
C -0.3139 0.4935 4.6930 0.052
H 1.9755 -3.7934 1.8129 0.000
C 1.0004 -1.4285 5.7666 0.008
H 3.8229 -0.0346 3.1570 0.003
H -1.4903 0.9961 6.3982 0.002
P -0.7260 1.8925 -5.7268 0.305
H 1.4182 -1.0425 6.7106 0.004
H 1.6327 3.1267 2.1595 0.000
C 0.8208 -0.2978 4.8221 0.064
C -0.4030 -0.7128 -0.4055 0.008
H -3.4094 -1.2396 -4.3977 0.000
C -1.5299 3.2350 -6.7420 0.062
H 0.0477 -1.9173 6.0081 0.000
H -1.3054 -0.0783 -0.4829 0.003
C 0.2998 -2.5915 2.4382 0.007
H -2.6321 -2.0425 -3.0057 0.000
H -0.4607 3.6157 4.8554 0.004
H -0.3159 -2.9129 -0.2072 0.000
C 1.8891 0.2939 4.0731 0.103
C -0.6978 2.9891 3.9797 0.020
C 1.7379 -2.7376 2.0354 0.003
H -1.5992 -1.6901 2.2451 0.002
Co -0.8127 1.0312 2.1418 2.477
H 0.5256 1.1768 0.3400 0.006
H 2.6583 0.2448 0.9984 0.000
C -2.5255 -1.8002 -4.0682 0.062
F -3.2009 0.1540 1.0701 0.022
C 2.2504 2.5060 2.8274 0.002
H 0.7299 1.9498 -7.7274 0.009
C 2.2111 -1.8945 0.8314 0.002
H 3.3176 -1.9091 0.8794 0.000
H 2.7338 3.1788 3.5523 0.001
H 1.3982 2.9063 -6.3632 0.000
H -0.4842 3.5892 3.0965 0.004
C -2.6769 1.2518 1.7411 0.048
H 0.0948 -2.9170 3.4803 0.000
H -0.0039 -0.8867 -1.4243 0.003
H 1.2536 -1.5327 -4.4325 0.000
H -1.9275 -2.1707 -0.0018 0.000
H 3.8754 0.4624 4.8549 0.006
C 1.4308 1.4913 3.5276 0.035
H -1.0323 0.6139 -7.8289 0.005
H -1.3552 3.0820 -7.8236 0.012
H 0.1080 -2.8761 -4.7264 0.012
H -2.4388 -2.7204 -4.6620 0.012
H -1.7753 2.8161 4.0072 0.003
H -1.7902 -0.6367 5.7405 0.000


# 3
74
Properties=species:S:1:pos:R:3:lowdin_spin:R:1 method="wB97M-V/def2-TZVPD" homo_lumo_gap_ev="2.8 / 3.4" e_above_lowest_kj_mol=437.37 total_charge=+1 multiplicity=5 e_tot_ha=-3342.90910 s2=6.005 mol_weight_g_mol=521.49 e_lumo_ev="-6.53 / -6.53" e_homo_ev="-9.32 / -9.95"
H 2.1806 -7.1312 -6.1945 0.001
H 3.7495 0.5027 -2.7013 0.000
C -2.1652 -0.2062 0.3733 0.000
C 3.3478 -7.3436 -3.7442 0.005
H 2.8002 1.7254 -3.4430 0.000
H -2.6899 -1.9183 1.6234 0.000
H 2.3704 -2.7315 -1.9519 0.009
F 1.0504 -3.4225 1.6916 0.026
C 4.3810 -5.0605 -1.1244 0.000
H -3.3334 0.5132 -2.5870 0.000
H -0.2556 0.7311 3.0943 0.000
H 5.4567 -5.1062 -1.3462 0.000
H -3.0448 -1.1395 -1.9773 0.001
H -0.3586 3.3422 -1.5644 0.000
C 1.2694 -1.0676 -2.5429 0.010
H 3.8887 -0.8798 -1.4758 0.001
C 2.8429 1.3389 0.0254 0.000
H 0.6670 3.2097 0.5905 0.000
P 1.5553 -6.7697 -3.8381 0.043
H -1.0075 -0.8641 2.8481 0.000
C -0.0993 -4.1960 1.2916 0.183
C 0.9499 -8.4953 -4.0611 0.000
H 4.2627 -3.4678 -4.5631 0.000
C 1.6023 0.1733 -2.9130 0.001
H 2.1627 -5.3847 -5.7898 0.000
H -2.0069 0.5385 3.3255 0.000
C 4.4886 -3.4638 -3.4859 0.002
C 4.2750 -6.1479 -3.6478 0.005
H 5.2063 -6.4114 -3.1290 0.000
C 2.8320 0.0122 0.2549 0.000
H 3.4309 -7.9898 -2.8567 0.000
H 2.8384 2.0487 0.8955 0.000
H -1.8197 -0.3200 -2.9679 0.000
H 0.9737 0.5563 -3.7280 0.000
H 1.0887 -9.0379 -3.1178 0.000
F -1.2019 -3.5985 1.9106 0.027
C -0.8096 1.6595 0.5753 0.002
H 4.1822 -4.2630 -0.3976 0.000
C -2.8842 -1.4802 0.6337 0.004
H 2.3334 -0.3824 1.1693 0.000
H 4.5469 -5.7536 -4.6395 0.000
H 2.0125 2.6048 -1.4768 0.000
H 4.2802 -2.4639 -3.0829 0.000
C -0.1602 2.8228 1.2080 0.001
H 3.5833 -7.9367 -4.6399 0.001
H -0.1145 -8.4726 -4.3185 0.000
H 5.5506 -3.7116 -3.3439 0.001
H -0.9083 3.6297 1.3474 0.000
H 0.6261 -6.2648 -6.0276 0.000
H -2.4804 -2.2149 -0.1018 0.012
H 1.5073 -9.0068 -4.8580 0.000
H 0.2421 2.5508 2.1952 0.000
C 3.1184 -1.1049 -0.7262 0.003
H 0.4610 -1.5830 -3.1091 0.011
H 3.5737 -1.9632 -0.1823 0.000
C 2.8009 1.0221 -2.5947 0.000
C 1.6501 -6.3430 -5.6412 0.003
C -2.5694 -0.1687 -2.1711 0.002
H -0.3274 1.9898 -2.7242 0.000
H 1.2114 -2.3027 -0.7409 0.038
P 3.4417 -4.7592 -2.6788 0.029
H 4.0595 -6.0197 -0.6959 0.000
H -1.8784 2.8004 -2.3399 0.000
H -3.9974 -1.4948 0.5375 0.000
F 0.0807 -5.4247 1.9301 0.030
Co -0.0018 -4.4760 -0.8436 3.508
C -1.3635 0.5509 1.2839 -0.001
C -1.9811 0.3588 -0.9182 0.002
C -1.1800 1.5229 -0.7988 -0.002
C -0.9144 2.4604 -1.9131 -0.001
C 1.9318 -1.8202 -1.4586 0.041
C 2.8639 1.9310 -1.3445 0.000
C -1.1489 0.2216 2.7075 0.000
H 3.7633 2.5675 -1.4164 0.000